No. 1
{"formula": "C37H33N2OP", "method": "the ωB97M-V functional and the def2-TZVPD basis", "largest_force_ev_per_a": 1.86, "homo_energy_ev": -6.095, "total_energy_ha": -1955.728265, "charge": 0, "lumo_energy_ha": -0.0741, "species": ["C", "C", "H", "H", "H", "H", "H", "H", "C", "N", "C", "C", "C", "N", "C", "C", "P", "H", "C", "H", "C", "H", "H", "C", "C", "C", "H", "C", "H", "H", "C", "H", "H", "C", "H", "C", "C", "H", "C", "H", "C", "C", "H", "H", "H", "H", "H", "C", "C", "H", "C", "H", "H", "H", "C", "H", "H", "C", "C", "H", "C", "C", "H", "C", "C", "H", "C", "C", "C", "H", "C", "C", "C", "O"], "xyz": [[4.44100, -1.88241, 3.20308], [-4.87004, 3.80399, 1.45438], [0.26075, -2.67856, 1.90742], [-4.87746, 4.01678, 2.52711], [-6.34739, 8.28125, -1.31168], [-7.01526, 3.62998, 1.32302], [-0.70237, 6.61553, 4.72785], [-1.42193, -0.15148, 4.93719], [3.38017, -1.04163, 2.86087], [-1.72777, 7.73449, 2.77544], [-1.31106, -3.58156, 3.08076], [3.31352, -2.43581, 5.27637], [0.32892, 6.89352, 4.51740], [0.77152, 3.75015, 2.30401], [-3.05432, 8.34134, 2.94603], [-1.54071, 6.50653, 2.26730], [0.77099, -0.06948, 2.93719], [-0.24769, 9.02790, 1.96922], [4.40244, -2.59340, 4.40829], [5.29172, -1.97522, 2.52339], [-2.27574, -2.15339, 4.79738], [-2.68478, 3.28169, -1.10060], [5.22397, -3.26105, 4.66841], [-2.54694, 5.53914, 2.08192], [-5.64918, 8.19272, -0.47902], [-6.07072, 3.60289, 0.77501], [-2.88019, -4.19778, 4.42403], [0.27815, 1.53650, 3.51450], [-4.84176, 3.09754, -2.34855], [-2.86763, 9.40679, 3.14340], [-0.46360, -1.33762, 3.42808], [-0.89865, 9.52132, 3.52415], [1.43676, -1.43490, 5.62334], [-2.21426, -3.38514, 4.13409], [-3.52838, 5.72590, 2.53369], [1.90585, 8.37649, 3.44490], [-4.84178, 3.27555, -1.27210], [-2.43796, 8.99023, 0.40145], [-2.41375, 4.31376, 1.43846], [-0.50530, 6.22526, 2.01407], [-6.06939, 3.41401, -0.61172], [1.37639, 6.18268, 5.10514], [-3.56555, 7.92701, 3.83647], [-1.26543, -4.53212, 2.54468], [3.29091, -2.97270, 6.22982], [2.08087, 9.27195, 2.84420], [-7.03632, 7.14198, 0.81550], [2.96456, 7.65502, 4.00737], [-0.44910, -2.54669, 2.72187], [-3.93851, 8.93072, -1.60795], [-1.40303, -1.11722, 4.43471], [-2.99107, -1.99145, 5.60549], [1.14165, 5.32985, 5.74150], [-1.41266, 3.89494, 1.28670], [0.59409, 2.70356, 2.83037], [-7.01406, 3.37119, -1.15266], [3.51797, 6.04520, 5.35623], [-4.32232, 8.61445, -0.63408], [-6.05858, 7.62328, 0.73230], [3.99544, 7.94804, 3.79213], [2.24365, -0.93384, 3.67409], [2.25465, -1.58973, 4.91972], [3.42227, -0.46546, 1.94031], [-3.93609, 8.22418, 1.72907], [0.58562, 7.95662, 3.65365], [-0.12546, 1.62423, 4.52273], [-3.47327, 8.64306, 0.47930], [-0.56524, 8.64371, 2.95474], [-3.61202, 3.77632, 0.79106], [-5.55155, 7.32474, 2.82616], [2.69914, 6.57672, 4.86686], [-5.22084, 7.69172, 1.84807], [-3.63664, 3.40325, -0.57872], [0.93744, -0.13242, 1.44882]], "mulliken_charge": [-0.5229, -0.2618, 0.3924, 0.4588, 0.3830, 0.4024, 0.3917, 0.1851, -0.3277, 0.3170, -0.5135, -0.6345, -0.0812, -0.7298, -0.9492, -0.6815, 1.3072, 0.2894, -0.3332, 0.3462, -0.5350, 0.4308, 0.3533, -0.0002, -0.5273, -0.6046, 0.3481, -0.7321, 0.3857, 0.5108, 0.0352, 0.4796, 0.3264, -0.4102, 0.1658, -0.5885, -0.5183, 0.3342, -0.3747, 0.4853, -0.4066, -0.6032, 0.2819, 0.3628, 0.3377, 0.3590, 0.4138, -0.5166, -0.3769, 0.3943, -0.1788, 0.3731, 0.4027, 0.6451, 0.2608, 0.4084, 0.3628, -0.7143, -0.5149, 0.3678, 0.0563, -0.2243, 0.3850, 0.3818, 0.5661, 0.3290, -0.1553, -0.7772, 0.3271, 0.3589, -0.4749, -0.2331, -0.3885, -0.8115]}

=====

No. 2
{"formula": "C37H34As2N4O5S4Ta", "method": "the ωB97M-V functional and the def2-TZVPD basis", "largest_force_ev_per_a": 0.58, "homo_energy_ev": -10.412, "total_energy_ha": -8146.635057, "charge": 1, "e_above_lowest_kcal_mol": 68.2, "lumo_energy_ha": -0.1492, "species": ["H", "H", "C", "H", "H", "C", "H", "C", "H", "C", "N", "C", "C", "C", "H", "C", "H", "H", "C", "O", "H", "C", "O", "C", "H", "H", "C", "H", "C", "C", "N", "H", "H", "H", "S", "C", "C", "H", "As", "N", "H", "H", "C", "C", "C", "Ta", "H", "O", "C", "C", "C", "C", "C", "C", "C", "H", "C", "C", "H", "C", "C", "O", "H", "H", "H", "H", "H", "As", "C", "C", "N", "C", "S", "C", "H", "H", "H", "S", "C", "H", "H", "H", "C", "S", "H", "C", "O"], "xyz": [[0.32768, -8.84392, 2.90438], [-2.90330, 6.06502, -3.35798], [4.11462, -1.61417, -4.59516], [3.25867, -1.89953, 0.79189], [1.51187, 0.63697, 3.31526], [-0.05274, 4.82890, -0.39758], [-0.55696, 1.30824, -4.04854], [1.83713, -1.02804, -3.46393], [1.10344, 3.25810, -3.94562], [2.62524, 0.02433, -3.20153], [-6.87791, -0.81542, 1.27505], [-4.62317, -1.65282, 0.72223], [-0.75450, -4.78989, 0.16159], [-2.95515, -0.17665, -0.14478], [3.94747, -0.64272, -0.26650], [-0.96642, 3.27160, -3.37567], [4.74654, 0.84618, 1.29266], [6.07868, 2.89939, 1.16111], [-3.84102, 0.90879, -0.04698], [-1.72344, 0.04260, -0.63349], [-2.10819, 1.45910, -3.20522], [-3.33594, -1.44983, 0.25243], [-2.34025, 2.64833, -0.69948], [-0.70278, -3.60914, -0.51041], [-4.95511, -2.63131, 1.03847], [2.59120, 5.13940, 0.13106], [0.31674, -7.78600, 3.12603], [-0.74771, 7.11109, -3.98692], [4.41463, 4.14567, 0.64194], [2.05232, -0.12230, 2.75356], [0.89625, -9.06679, 6.32842], [5.00634, 5.04865, 0.57559], [2.54408, -1.59758, -0.80020], [-1.19295, -5.73683, -0.09468], [2.08578, 1.35600, -2.22153], [0.52293, -7.35039, 4.43121], [-2.08776, 4.09035, -3.23939], [0.25876, -4.01623, 3.95019], [1.81098, 0.17187, 0.83352], [-0.12392, -4.56691, 1.36632], [0.67306, -5.65366, 5.73435], [-1.44894, 3.01523, 1.75360], [0.09438, -5.50954, 2.40688], [-1.05788, 1.77390, -3.20121], [0.31046, 5.24061, -3.98757], [-0.19131, 0.79043, -1.46287], [-1.08369, -3.39881, -1.49604], [5.00195, -2.13310, -5.19313], [0.73080, -8.30457, 5.48584], [3.03033, -1.13198, 0.05362], [0.27519, -3.26440, 1.34902], [-5.13572, 0.68860, 0.41699], [-5.50237, -0.58512, 0.78760], [0.10906, -6.86701, 2.11344], [3.04925, 4.19380, 0.39177], [0.24673, 5.46851, 0.43197], [0.51677, -5.98854, 4.71852], [0.29520, -5.06933, 3.70990], [1.70341, -1.10573, 3.06035], [2.29081, 3.03422, 0.47903], [2.89194, 1.81228, 0.78809], [-7.64385, 0.12265, 1.22668], [1.24871, 5.67586, -4.30756], [-5.84911, 1.49879, 0.49068], [-1.12850, 4.86695, -0.54352], [-4.24249, 3.03626, -0.20199], [-2.63200, -2.26418, 0.17940], [0.41483, 3.01798, 0.04930], [4.25400, 1.78113, 1.05031], [-0.38147, 2.81552, 1.81127], [-0.05306, -2.65348, 0.23968], [0.22939, 3.87203, -3.77201], [2.49696, -2.34962, -4.38951], [-0.80711, 6.04456, -3.81616], [3.11632, -0.03530, 2.96728], [-0.01694, -7.21195, 1.09733], [0.82688, -2.83523, 2.16752], [0.22830, -1.12669, -2.81972], [-3.44605, 2.28617, -0.34330], [-3.04376, 3.64648, -2.99278], [0.09426, 3.53908, 2.47182], [0.43699, 5.13148, -1.32005], [-2.01201, 5.45810, -3.45365], [4.25763, -0.01346, -3.80153], [-0.22463, 1.80893, 2.19178], [5.01406, 2.94155, 0.97296], [-7.13891, -1.92348, 1.68835]], "mulliken_charge": [0.4493, 0.4071, 0.6125, 0.5056, 0.3781, -1.4467, 0.8675, 0.1848, 0.4454, 0.0361, 1.0330, -0.6377, -0.3085, 0.4088, 0.5119, 0.6564, 0.4811, 0.4219, 0.8846, 0.4068, 0.5557, -0.3187, -0.3653, -1.2128, 0.5715, 0.3903, -0.9342, 0.4087, -0.7455, -1.2817, -0.4541, 0.4319, 0.2537, 0.4397, -0.2757, 0.4626, -0.3639, 0.4450, 1.2207, 0.2896, 0.4392, 0.4448, 1.1942, -1.3453, -0.8835, 0.3026, 0.5619, -0.5093, -0.0175, -1.2401, -0.2657, -0.5022, -0.6494, -0.5182, -0.8008, 0.5921, -0.9419, -0.3103, 0.3514, 0.2389, -0.0144, -0.6026, 0.4406, 0.5926, 0.3370, 0.2914, 0.1712, 1.2617, -0.5239, -1.1149, 0.3226, -0.0760, -0.1141, -0.4441, 0.4141, 0.3665, -0.0143, -0.4819, -0.7660, 0.4815, 0.4359, 0.3648, -0.7488, -0.0879, 0.2019, -1.0489, -0.6007]}